# C30H71B2N3O21P5

5 unconnected molecules or ions with the total composition C30H71B2N3O21P5 at a distorted geometry (ωB97M-V with the def2-TZVPD basis set, OMol25).

Results
spin multiplicity = 1
HOMO level = -0.39803 Ha
total charge = +1

Geometry as XYZ:
```
132
Properties=species:S:1:pos:R:3:lowdin_charge:R:1
C -2.17 -6.99 -4.20 -0.11
C -1.74 -5.41 -4.22 -0.15
B -2.71 -4.70 -3.09 -0.44
O -4.00 -5.20 -2.73 0.07
C -2.17 -3.36 -2.28 0.04
C -1.62 -3.62 -0.84 -0.15
P -1.59 -5.33 0.00 0.76
N -0.24 -6.10 -0.36 -0.28
C -1.10 -2.39 -0.04 -0.08
C -0.57 -2.65 1.46 -0.18
C 0.25 -1.44 2.10 -0.15
C 0.93 -2.02 3.46 -0.17
O -0.11 -2.62 4.28 -0.06
C 0.07 -4.02 4.42 -0.39
C -1.22 -4.99 4.24 -0.01
O 1.15 -4.60 4.71 0.05
C -1.17 -1.01 -0.72 0.10
N -1.70 -0.82 -2.07 0.11
B -1.72 0.64 -2.53 -0.54
O -2.95 1.36 -2.74 0.13
O -0.50 1.38 -2.72 -0.01
C 0.32 0.78 -3.77 -0.06
C -2.21 -1.92 -2.89 -0.03
C -2.81 -1.63 -4.34 -0.08
C -4.35 -1.10 -4.24 -0.16
C -5.17 -1.73 -3.02 -0.18
C -5.17 -0.85 -1.68 -0.19
C -6.18 -1.41 -0.54 -0.25
N -5.65 -2.63 0.16 -0.04
H -2.11 -7.30 -3.09 0.07
H -3.26 -7.01 -4.59 0.09
H -1.49 -7.63 -4.86 0.09
H -1.89 -4.93 -5.25 0.11
H -0.64 -5.38 -3.90 0.11
H -4.23 -4.96 -1.80 0.09
H -2.80 -6.00 -0.47 0.03
H -1.81 -5.09 1.39 -0.01
H -0.57 -6.96 -0.86 -0.02
H -1.45 -3.02 2.10 0.10
H 0.16 -3.55 1.39 0.13
H -0.39 -0.51 2.33 0.12
H 1.07 -1.14 1.34 0.13
H 1.73 -2.75 3.10 0.14
H 1.47 -1.20 4.05 0.14
H -0.94 -5.97 3.69 0.10
H -1.53 -5.33 5.30 0.10
H -2.11 -4.46 3.76 0.07
H -0.79 -0.11 -0.13 0.15
H -2.81 1.96 -3.51 0.13
H 1.38 1.25 -3.70 0.11
H -0.09 1.00 -4.82 0.11
H 0.46 -0.35 -3.66 0.11
H -2.85 -2.57 -5.01 0.13
H -2.19 -0.86 -4.94 0.13
H -4.87 -1.47 -5.21 0.13
H -4.45 0.03 -4.25 0.11
H -6.28 -1.79 -3.37 0.13
H -4.88 -2.80 -2.73 0.09
H -5.41 0.26 -1.85 0.12
H -4.12 -0.87 -1.17 0.09
H -6.34 -0.62 0.29 0.12
H -7.19 -1.66 -1.01 0.11
H -4.74 -2.93 -0.24 0.03
H -5.57 -2.48 1.17 0.06
C 4.38 -5.62 9.44 -0.13
O 3.17 -4.98 9.08 -0.32
P 1.71 -5.89 9.12 0.78
O 1.85 -6.17 10.61 -0.23
O 2.41 -7.07 8.21 -0.31
C 2.61 -6.80 6.83 -0.12
O 0.19 -6.70 9.04 -0.32
C 0.14 -8.07 9.40 -0.14
H 4.94 -4.96 10.10 0.10
H 4.22 -6.58 9.95 0.09
H 4.97 -5.79 8.54 0.08
H 3.62 -7.10 6.56 0.09
H 2.47 -5.74 6.59 0.06
H 1.90 -7.40 6.24 0.09
H 0.64 -8.25 10.36 0.09
H 0.58 -8.69 8.62 0.08
H -0.91 -8.35 9.50 0.09
C 6.09 0.87 -2.96 -0.13
O 4.80 1.47 -3.04 -0.33
P 4.49 2.59 -4.30 0.78
O 4.79 1.52 -5.35 -0.23
O 5.87 3.41 -3.91 -0.30
C 5.82 4.24 -2.75 -0.11
O 4.16 3.74 -5.55 -0.34
C 5.18 4.04 -6.49 -0.13
H 5.96 -0.20 -2.77 0.09
H 6.68 1.00 -3.86 0.09
H 6.63 1.31 -2.11 0.09
H 6.72 4.05 -2.15 0.09
H 4.95 4.04 -2.14 0.08
H 5.83 5.29 -3.06 0.09
H 5.62 3.13 -6.90 0.09
H 5.95 4.66 -6.04 0.09
H 4.72 4.60 -7.31 0.09
C 0.77 5.02 -2.13 -0.13
O 1.64 4.98 -3.26 -0.34
P 2.45 6.43 -3.73 0.79
O 3.14 6.48 -2.37 -0.24
O 1.02 7.25 -3.70 -0.30
C 0.12 7.05 -4.79 -0.11
O 3.28 7.84 -4.24 -0.31
C 3.11 9.03 -3.49 -0.13
H 0.96 4.14 -1.52 0.09
H 0.90 5.91 -1.53 0.08
H -0.26 4.97 -2.49 0.08
H -0.88 6.89 -4.39 0.09
H 0.41 6.18 -5.40 0.08
H 0.11 7.94 -5.42 0.09
H 3.23 8.87 -2.42 0.09
H 2.12 9.47 -3.69 0.08
H 3.86 9.75 -3.82 0.09
C -1.60 9.32 3.11 -0.12
O -0.47 8.73 2.47 -0.31
P -0.62 7.15 1.82 0.80
O -1.73 7.62 0.89 -0.22
O -1.23 6.60 3.25 -0.31
C -0.32 6.40 4.32 -0.12
O -0.73 5.56 1.15 -0.33
C -1.96 4.88 1.23 -0.14
H -1.70 10.35 2.76 0.10
H -2.53 8.78 2.90 0.09
H -1.43 9.32 4.19 0.09
H -0.74 6.84 5.22 0.09
H 0.65 6.85 4.12 0.08
H -0.19 5.32 4.48 0.09
H -2.80 5.50 0.91 0.09
H -2.13 4.53 2.25 0.08
H -1.91 4.01 0.58 0.08
```